This record from OMol25 describes an isolated molecule of C5H6N2O3 in a non-equilibrium geometry. The level of theory is wB97M-V/def2-TZVPD.

As for the highest occupied orbital energy: -10.2 eV. As for the largest force on an atom: 5.319 eV Å⁻¹. The value obtained for the total energy is -14399.4822 eV. The gap between HOMO and LUMO is 10.0 eV. As for the energy above the lowest of the compared OMol25 structures with the same formula, charge and spin: 125.21 kcal/mol.

Geometry as ORCA input:
```
! wB97M-V def2-TZVPD RIJCOSX def2/J DEFGRID3
* xyz 0 1
O 1.83071 0.69611 -0.74071
O 0.85323 -1.43153 1.77588
O 0.96292 2.11650 1.90051
N 2.11691 0.34135 0.66441
N 0.53847 1.21250 -0.37625
C -0.26323 -0.84543 -1.45371
C 0.87846 -0.68245 0.84609
C -1.53609 0.10560 0.37515
C 1.12649 1.43320 0.96937
C -0.17933 -0.15375 -0.16011
H -2.04451 0.46916 -0.38897
H 0.52700 -1.64082 -1.63334
H -0.21904 -0.11333 -2.18555
H -1.47293 0.81264 1.21128
H -1.28918 -1.43163 -1.50443
H -1.82987 -0.88813 0.70039
*
```